No. 1
{"formula": "C15H31LaN5O7", "method": "ωB97M-V/def2-TZVPD", "largest_force_ev_per_a": 3.8, "total_charge": 1, "lumo_energy_ev": [-4.067, -4.063], "gap_ev": [5.5, 5.7], "elements": ["O", "H", "La", "N", "N", "N", "N", "O", "O", "O", "O", "C", "C", "C", "C", "C", "H", "H", "H", "C", "H", "H", "H", "C", "C", "H", "H", "H", "H", "H", "H", "H", "H", "C", "H", "H", "H", "O", "H", "H", "O", "C", "C", "C", "C", "C", "C", "N", "H", "H", "H", "H", "H", "H", "H", "H", "H", "H", "H"], "coordinates": [[0.2214, 5.2974, -0.4938], [-0.4094, 5.9628, -0.1917], [-0.1055, 1.6487, -0.3803], [-1.2790, -0.2652, -1.7881], [-2.3595, 1.8701, -1.1419], [2.0768, 0.4303, -0.8751], [2.0011, 2.7169, 0.3265], [-0.5589, -1.3510, -2.0166], [2.1871, -0.7107, -1.6979], [1.9656, 3.9466, 0.9924], [-2.3648, 2.5720, -0.0231], [-3.2350, 0.8215, -1.2404], [-2.6382, -0.3493, -1.7925], [3.1927, 0.7507, -0.2034], [3.0970, 1.9789, 0.5599], [-3.4232, -1.5377, -2.2135], [-3.0278, -2.4558, -1.7669], [-3.4209, -1.6440, -3.3069], [-4.4684, -1.4256, -1.9083], [-4.5831, 0.9320, -0.6491], [-4.9748, 1.9448, -0.8039], [-4.5543, 0.7537, 0.4371], [-5.2860, 0.2219, -1.0890], [4.4601, -0.0426, -0.2277], [4.1902, 2.4157, 1.4765], [4.4795, -0.7046, -1.1005], [4.5717, -0.6480, 0.6880], [5.3227, 0.6412, -0.2692], [3.7990, 3.0265, 2.2969], [4.9452, 3.0042, 0.9341], [4.7032, 1.5418, 1.8964], [1.2375, -0.9755, -1.8778], [1.3278, 4.5063, 0.4485], [-0.1827, 4.7947, -1.7917], [-1.1316, 4.2335, -1.7459], [0.6210, 4.1524, -2.1807], [-0.3066, 5.6295, -2.4939], [0.5278, 1.7142, -3.0723], [1.4389, 1.4239, -3.2543], [-0.0551, 1.0986, -3.5541], [-0.3068, -0.1172, 1.1203], [-0.0987, -1.3390, 1.4053], [-0.1353, -1.8235, 2.8300], [-1.2920, -2.7999, 3.0740], [-0.9884, -4.2444, 2.6738], [-0.6947, -4.4575, 1.1927], [0.4833, -3.6228, 0.6925], [0.1354, -2.2225, 0.4401], [0.8314, -2.2890, 3.0758], [-0.2691, -0.9286, 3.4462], [-1.5267, -2.7780, 4.1455], [-2.1953, -2.4512, 2.5512], [-0.1310, -4.6054, 3.2592], [-1.8520, -4.8627, 2.9449], [-0.4437, -5.5120, 1.0257], [-1.5847, -4.2431, 0.5853], [1.3015, -3.6527, 1.4303], [0.8673, -4.0335, -0.2504], [-0.1023, -1.9375, -0.5479]], "lowdin_charge": [-0.139, 0.119, 2.135, -0.190, -0.306, -0.095, -0.148, -0.260, -0.040, -0.037, -0.370, -0.284, -0.265, -0.241, -0.240, -0.013, 0.081, 0.100, 0.070, -0.023, 0.096, 0.099, 0.073, 0.003, 0.003, 0.090, 0.112, 0.100, 0.096, 0.117, 0.092, 0.059, 0.063, -0.111, 0.067, 0.068, 0.102, -0.117, 0.068, 0.075, -0.217, -0.418, -0.093, -0.176, -0.206, -0.179, -0.152, 0.111, 0.131, 0.125, 0.119, 0.128, 0.120, 0.117, 0.118, 0.120, 0.126, 0.131, 0.090]}



No. 2
{"formula": "C15H31N2O2PPbSi", "method": "ωB97M-V/def2-TZVPD", "largest_force_ev_per_a": 3.0, "lumo_energy_ev": [-1.053, 0.227], "gap_ev": [5.2, 6.3], "elements": ["Pb", "Si", "P", "N", "H", "C", "H", "H", "H", "C", "H", "H", "H", "C", "H", "H", "H", "C", "H", "H", "H", "H", "H", "C", "C", "C", "C", "C", "C", "H", "H", "H", "H", "H", "C", "O", "C", "H", "H", "H", "C", "H", "H", "H", "C", "C", "N", "O", "H", "H", "H", "H", "H"], "coordinates": [[-0.1428, -0.1769, 0.1829], [-0.4582, 1.9054, -1.7326], [-0.5878, -2.0369, -1.6784], [2.0467, 0.1924, 0.0617], [-3.3370, 0.7571, 2.4895], [-0.6831, -3.6354, -0.8300], [-0.8361, -4.4694, -1.5282], [-1.4980, -3.6363, -0.0883], [0.2428, -3.8116, -0.2605], [-2.1563, -1.6372, -2.4952], [-2.4370, -2.4405, -3.1895], [-2.1001, -0.6851, -3.0431], [-2.9590, -1.5133, -1.7503], [0.8265, -1.9745, -2.8083], [0.7001, -2.6616, -3.6557], [1.7532, -2.2258, -2.2712], [0.9697, -0.9522, -3.1847], [-2.3010, 2.3140, -1.6522], [-2.5915, 2.5942, -0.6328], [-2.9627, 1.4966, -1.9625], [-2.5192, 3.1695, -2.3059], [0.2835, 3.1935, -1.5086], [-0.1392, 1.2981, -3.0835], [3.2490, 0.0765, -0.3749], [5.5340, -0.6788, 0.0931], [4.1902, -0.7168, 0.3891], [3.7494, 0.8007, -1.5283], [5.1017, 0.8114, -1.7969], [5.9972, 0.0821, -0.9952], [6.2314, -1.2429, 0.7096], [3.7651, -1.2819, 1.2243], [3.0054, 1.3617, -2.1056], [5.4858, 1.3913, -2.6357], [7.0618, 0.1023, -1.2229], [-3.2172, -0.1927, 1.9433], [-2.0012, 0.0063, 1.3225], [-3.1031, -1.2762, 3.0180], [-4.0455, -1.7614, 3.2845], [-2.7250, -0.8117, 3.9365], [-2.3878, -2.0585, 2.7370], [-4.3685, -0.2647, 0.9436], [-4.6319, -1.3070, 0.7418], [-4.1078, 0.2298, -0.0009], [-5.2717, 0.2263, 1.3226], [0.4436, 1.3645, 3.3356], [0.2578, 2.4441, 2.2954], [0.3583, 3.7285, 2.7174], [0.0222, 2.1804, 1.0873], [0.6136, 1.8032, 4.3342], [1.3139, 0.7380, 3.0530], [-0.4704, 0.7404, 3.3493], [0.2905, 4.4985, 2.0613], [0.5456, 3.9426, 3.6886]], "lowdin_charge": [1.012, 0.542, 0.659, -0.070, 0.120, -0.272, 0.046, 0.051, 0.052, -0.253, 0.048, 0.039, 0.046, -0.259, 0.048, 0.055, 0.031, -0.333, 0.022, 0.002, 0.014, -0.064, -0.092, -0.466, -0.131, -0.074, -0.063, -0.130, -0.142, 0.095, 0.093, 0.089, 0.096, 0.082, -0.598, -0.489, -0.062, 0.068, 0.067, 0.068, -0.058, 0.067, 0.057, 0.073, -0.007, -0.522, 0.170, -0.198, 0.081, 0.090, 0.077, 0.120, 0.105]}



No. 3
{"formula": "C15H31N3PS", "method": "ωB97M-V/def2-TZVPD", "largest_force_ev_per_a": 0.9, "total_charge": 1, "lumo_energy_ev": -3.755, "gap_ev": 9.6, "elements": ["C", "C", "P", "C", "S", "H", "H", "H", "H", "H", "H", "H", "H", "H", "H", "C", "C", "C", "C", "N", "H", "H", "H", "H", "H", "H", "H", "C", "C", "C", "C", "N", "H", "H", "H", "H", "H", "H", "H", "C", "C", "C", "C", "N", "H", "H", "H", "H", "H", "H", "H"], "coordinates": [[0.2772, 0.9640, 0.4351], [-0.5610, 1.9413, -0.4144], [-2.2896, 1.4556, -0.7589], [-2.5871, -0.0149, 0.2576], [-3.3209, 2.9542, 0.5268], [1.3073, 1.0079, 0.0945], [-0.0690, -0.0620, 0.3887], [0.2955, 1.2923, 1.4725], [-0.0884, 2.0898, -1.3856], [-0.5546, 2.9204, 0.0680], [-2.2177, 0.0655, 1.2789], [-2.1215, -0.8712, -0.2288], [-3.6620, -0.2024, 0.2761], [-4.1126, 2.2306, 1.3277], [-4.2699, 3.3458, -0.3299], [3.1107, -1.5506, -2.0259], [3.6713, -2.5822, -1.0543], [2.8563, -2.6821, 0.2411], [2.8796, -1.4304, 0.9953], [2.8894, -0.4349, 1.5671], [3.1377, -0.5459, -1.6002], [3.6930, -1.5279, -2.9454], [2.0767, -1.7861, -2.2902], [4.7069, -2.3393, -0.8132], [3.6775, -3.5678, -1.5214], [3.2440, -3.4741, 0.8829], [1.8165, -2.9328, 0.0200], [1.7780, 4.7303, -1.1036], [3.2387, 5.0359, -0.7980], [4.1277, 4.8280, -2.0292], [4.0765, 3.4328, -2.4673], [3.9804, 2.3430, -2.8142], [1.6670, 3.6894, -1.4123], [1.1637, 4.8892, -0.2154], [1.3907, 5.3673, -1.9006], [3.5884, 4.3907, 0.0091], [3.3474, 6.0640, -0.4519], [5.1625, 5.0931, -1.8113], [3.7999, 5.4636, -2.8535], [-5.3773, -3.7039, 1.1879], [-4.7107, -4.7985, 2.0116], [-3.5340, -4.2800, 2.8462], [-2.4503, -3.7647, 2.0104], [-1.5907, -3.3688, 1.3605], [-4.6799, -3.2766, 0.4643], [-6.2265, -4.1005, 0.6337], [-5.7438, -2.8999, 1.8304], [-4.3652, -5.5984, 1.3560], [-5.4366, -5.2403, 2.6945], [-3.1280, -5.0749, 3.4728], [-3.8632, -3.4835, 3.5162]], "lowdin_charge": [-0.144, -0.479, 0.790, -0.367, 0.784, 0.053, 0.049, 0.082, 0.065, 0.050, 0.055, 0.046, 0.039, -0.066, -0.071, -0.109, -0.254, -0.186, -0.228, 0.154, 0.054, 0.075, 0.073, 0.114, 0.109, 0.120, 0.115, -0.115, -0.251, -0.184, -0.235, 0.151, 0.048, 0.068, 0.082, 0.115, 0.111, 0.121, 0.123, -0.111, -0.255, -0.186, -0.231, 0.142, 0.062, 0.076, 0.074, 0.115, 0.112, 0.123, 0.121]}



No. 4
{"formula": "C15H31N4O6PS", "method": "ωB97M-V/def2-TZVPD", "smiles": "CCC[C@@H](C)[C@H](OC[C@@H](N)S(C)(=O)=O)P(=O)(O)O.CC#N.CC#N.CC#N", "largest_force_ev_per_a": 1.3, "lumo_energy_ev": 0.082, "gap_ev": 9.1, "elements": ["C", "C", "C", "C", "C", "C", "O", "C", "C", "N", "S", "C", "O", "O", "P", "O", "O", "O", "H", "H", "H", "H", "H", "H", "H", "H", "H", "H", "H", "H", "H", "H", "H", "H", "H", "H", "H", "H", "H", "H", "C", "C", "N", "H", "H", "H", "C", "C", "N", "H", "H", "H", "C", "C", "N", "H", "H", "H"], "coordinates": [[-2.6295, 1.3218, 0.5650], [-3.7478, 0.3238, 0.2623], [-3.4111, -0.6604, -0.8740], [-2.0008, -1.2374, -0.7511], [-1.8309, -2.0878, 0.5062], [-1.4644, -1.9328, -2.0080], [-1.5422, -1.0091, -3.0843], [-0.4526, -1.0504, -3.9753], [0.8095, -0.3049, -3.4483], [0.6164, 0.6080, -2.3525], [2.2327, -1.4006, -3.1589], [2.1512, -2.0465, -1.5026], [2.0523, -2.5219, -4.0558], [3.4161, -0.5928, -3.2325], [-2.1320, -3.5945, -2.3764], [-1.6659, -4.5861, -1.4067], [-3.6990, -3.3483, -2.5305], [-1.8044, -3.9615, -3.9045], [-2.8067, 1.8649, 1.4929], [-1.6531, 0.8523, 0.6768], [-2.5604, 2.0602, -0.2400], [-4.6416, 0.8819, -0.0307], [-4.0256, -0.2277, 1.1652], [-3.5142, -0.1500, -1.8354], [-4.1369, -1.4782, -0.8772], [-1.3060, -0.3977, -0.6740], [-0.7814, -2.3408, 0.6761], [-2.1728, -1.5209, 1.3749], [-2.4019, -3.0169, 0.4555], [-0.4132, -2.1592, -1.7827], [-0.7773, -0.5592, -4.8933], [-0.1920, -2.0681, -4.2483], [1.2103, 0.2604, -4.2996], [-0.2532, 1.1157, -2.4638], [0.6114, 0.2042, -1.4228], [3.1925, -2.2614, -1.2616], [1.7624, -1.3242, -0.7842], [1.5670, -2.9642, -1.4945], [-4.1340, -4.0575, -3.0265], [-0.8678, -4.1601, -4.0616], [1.3408, 0.2373, 2.9165], [1.1069, 0.1424, 1.4819], [0.9611, 0.0163, 0.3496], [1.3563, -0.7668, 3.3381], [2.3026, 0.7160, 3.1017], [0.5528, 0.8209, 3.3884], [1.2496, 4.2110, 3.8753], [0.1567, 3.6064, 3.1245], [-0.6750, 3.0897, 2.5325], [2.1949, 3.8099, 3.5165], [1.2380, 5.2930, 3.7527], [1.1503, 3.9707, 4.9331], [5.3049, 4.4596, 4.9439], [4.6273, 3.2867, 4.4050], [4.0946, 2.3666, 3.9823], [6.3454, 4.2184, 5.1538], [5.2691, 5.2727, 4.2209], [4.8212, 4.7768, 5.8660]], "lowdin_charge": [-0.123, -0.244, -0.168, -0.357, -0.049, -0.320, -0.122, -0.174, -0.390, 0.048, 0.650, -0.137, -0.341, -0.316, 0.476, -0.260, -0.100, -0.117, 0.046, 0.029, 0.081, 0.102, 0.098, 0.118, 0.107, 0.080, 0.076, 0.076, 0.076, 0.107, 0.134, 0.085, 0.126, 0.091, -0.024, 0.076, 0.001, 0.066, 0.097, 0.092, -0.042, -0.170, 0.166, 0.090, 0.051, 0.064, -0.066, -0.259, 0.170, 0.038, 0.085, 0.088, -0.055, -0.266, 0.151, 0.087, 0.087, 0.085]}



No. 5
{"formula": "C15H31NO7Pd", "method": "ωB97M-V/def2-TZVPD", "spin_multiplicity": 5, "largest_force_ev_per_a": 1.1, "total_charge": 4, "lumo_energy_ev": [-10.379, -15.496], "gap_ev": [11.6, 6.7], "elements": ["Pd", "C", "C", "O", "C", "C", "O", "C", "C", "O", "C", "C", "O", "H", "H", "H", "H", "H", "H", "H", "H", "H", "H", "H", "H", "H", "H", "H", "H", "C", "C", "O", "H", "H", "H", "H", "H", "H", "O", "C", "O", "C", "N", "C", "C", "C", "H", "H", "H", "H", "H", "H", "H", "H", "H"], "coordinates": [[0.2328, -0.5085, 0.6708], [2.4656, -0.0470, 2.7953], [2.9582, -1.0559, 1.7603], [1.8171, -1.9118, 1.5344], [1.9407, -3.0579, 0.6704], [0.5626, -3.6872, 0.6873], [-0.4400, -2.6269, 0.6365], [-1.5599, -2.8502, 1.5446], [-2.3618, -1.5795, 1.5962], [-1.5025, -0.4657, 1.9552], [-1.2205, -0.1905, 3.3548], [0.2219, -0.5036, 3.6562], [1.0274, 0.1348, 2.6196], [2.9415, 0.9214, 2.6602], [2.6399, -0.3938, 3.8120], [3.7870, -1.6641, 2.1321], [3.2558, -0.6027, 0.8128], [2.6870, -3.7318, 1.1023], [2.2804, -2.7374, -0.3127], [0.4104, -4.2543, 1.6050], [0.4174, -4.3452, -0.1688], [-1.1669, -3.1308, 2.5244], [-2.1640, -3.6713, 1.1528], [-3.1830, -1.6583, 2.3088], [-2.7695, -1.3248, 0.6190], [-1.8835, -0.7745, 3.9934], [-1.4300, 0.8677, 3.4989], [0.4393, -1.5735, 3.6528], [0.5039, -0.0825, 4.6227], [-2.8392, 8.2834, 0.6995], [-1.7984, 7.3728, 1.2391], [-1.4908, 6.2173, 0.6077], [-2.9934, 9.1112, 1.3902], [-3.7849, 7.7441, 0.5778], [-2.5559, 8.7027, -0.2717], [-1.7661, 7.1664, 2.3416], [-0.7685, 7.9069, 1.3399], [-1.9002, 6.1864, -0.2822], [1.5743, -0.7426, -1.0156], [0.6430, -0.5645, -1.8617], [-0.5231, -0.3653, -1.4307], [0.9765, -0.5629, -3.3375], [-0.2861, -0.4644, -4.1605], [-0.5564, -1.8485, -4.7278], [0.8391, -2.3814, -4.9916], [1.6986, -1.8407, -3.8353], [1.5750, 0.3327, -3.5129], [-0.1434, 0.1907, -4.9325], [-1.0704, -0.1159, -3.6026], [-1.1909, -1.7497, -5.6050], [-1.0879, -2.4062, -3.9577], [1.2124, -2.0338, -5.9548], [0.8374, -3.4686, -5.0223], [2.7059, -1.5975, -4.1626], [1.7861, -2.5669, -3.0279]], "mulliken_spin": [1.657, -0.002, 0.019, 0.381, -0.029, -0.007, 0.211, -0.017, 0.008, 0.114, -0.004, 0.003, 0.177, 0.001, 0.002, 0.021, 0.000, 0.029, 0.018, 0.003, 0.006, 0.002, 0.014, 0.006, -0.001, 0.004, 0.003, -0.002, 0.006, 0.011, 0.125, 0.463, 0.000, 0.024, 0.023, 0.135, 0.232, -0.012, 0.212, 0.010, 0.164, -0.017, 0.002, 0.003, 0.000, 0.004, -0.001, 0.000, 0.000, 0.000, 0.000, 0.000, 0.000, 0.001, -0.001]}